A molecular structure, C53H51BrN12OPb. Source: the Open Molecules 2025 dataset; level of theory: ωB97M-V/def2-TZVPD.

Last column: Mulliken charge in e.
CARTESIAN COORDINATES (ANGSTROEM)
Pb1 11.673473 17.473683 12.725820  1.769
O1 16.545607 18.342506 12.925532  -0.412
C1 17.632278 17.579293 13.436631  -0.587
C2 17.996660 16.297446 12.575639  -0.500
C3 18.974582 16.576416 11.394519  -0.897
C4 18.299022 16.723361 10.110436  0.651
C5 18.591231 15.802109 9.034968  -0.509
C6 17.885784 15.846366 7.846647  -0.448
C7 16.955637 16.858848 7.679072  -0.576
C8 16.752819 17.747153 8.706718  -0.022
N1 17.350883 17.667195 9.908076  -0.224
H1 16.619959 18.331362 11.940740  0.324
H2 17.306003 17.274788 14.465735  0.290
H3 18.495638 18.202970 13.512277  0.322
H4 17.075266 15.761813 12.300470  0.049
H5 18.581189 15.593371 13.185145  0.434
H6 19.638005 15.747072 11.314928  0.369
H7 19.640839 17.399580 11.603134  0.393
H8 19.388523 15.068494 9.202692  0.259
H9 17.988831 15.041342 7.135885  0.395
H10 16.407187 16.865181 6.780936  0.442
H11 15.998510 18.543884 8.499779  0.190
C9 9.349461 19.982332 12.200094  -0.776
C10 9.634692 20.727150 13.442497  0.336
C11 8.972755 21.924545 13.669387  -0.534
C12 9.314360 22.792236 14.687673  -0.757
C13 10.400010 22.429628 15.492948  -0.345
C14 11.067488 21.197027 15.380373  0.510
C15 12.389592 20.971471 16.076926  -1.104
C16 10.528273 20.188397 14.457052  0.308
N2 10.596720 18.857043 14.642450  0.098
C17 10.534586 18.161446 15.797195  0.678
C18 9.846058 18.720392 17.055526  -1.599
C19 11.045974 16.811014 15.925063  0.460
C20 11.225962 16.218163 17.284970  -1.757
N3 11.255408 16.127147 14.788418  0.281
C21 11.461304 14.728310 14.693789  -0.840
C22 10.353568 13.815418 14.455635  0.796
C23 8.990675 14.404445 14.198407  -1.200
C24 10.522645 12.425427 14.532877  -1.198
C25 11.874985 11.959579 14.590110  -0.647
C26 12.958805 12.842579 14.610689  -0.766
C27 12.800994 14.206479 14.717052  1.777
C28 14.090392 15.006442 14.932880  -1.701
H12 8.594316 20.502721 11.577582  0.515
H13 9.017677 18.992136 12.441896  0.227
H14 10.207451 19.944338 11.534767  -0.047
H15 8.249963 22.227537 12.883768  0.337
H16 8.849477 23.809751 14.772432  0.330
H17 10.789326 23.140488 16.240104  0.426
H18 12.799719 20.041486 15.547091  0.093
H19 12.213109 20.768889 17.188849  0.240
H20 12.985974 21.899957 15.920311  0.481
H21 9.826433 19.814711 17.069379  0.344
H22 10.365794 18.432557 17.936102  0.518
H23 8.804873 18.305715 17.185042  0.303
H24 11.912106 16.873737 17.910679  0.391
H25 11.749412 15.292197 17.205084  0.457
H26 10.215988 15.965890 17.765345  0.301
H27 9.026002 15.133802 13.374917  0.149
H28 8.543833 14.981045 15.045062  0.227
H29 8.288238 13.640588 13.948932  0.485
H30 9.716237 11.733760 14.451749  0.507
H31 12.075305 10.891980 14.622418  0.413
H32 13.960571 12.436436 14.521257  0.464
H33 14.811224 14.615059 14.216334  0.404
H34 14.513686 14.854839 15.923159  0.459
H35 13.960503 16.062517 14.741916  0.197
Br1 6.061504 18.877920 4.964861  -0.203
C29 7.229467 19.231931 6.417017  0.297
C30 7.264673 18.446398 7.566096  -0.642
C31 8.198617 18.771231 8.529020  -0.052
C32 9.271870 19.584974 8.175093  0.649
C33 9.265964 20.339173 6.989481  -0.682
C34 8.137150 20.268650 6.165928  -0.922
N4 10.404247 19.700484 9.020418  0.205
C35 11.384099 20.460119 8.792556  0.573
C36 12.553224 20.593020 9.607124  0.106
C37 13.697287 21.131570 8.958390  -0.781
C38 14.890721 21.243942 9.621299  -0.718
C39 14.925747 20.663493 10.892447  -0.709
C40 13.715032 20.174745 11.459884  -0.018
N5 12.545507 20.245831 10.895617  0.102
H36 6.572215 17.603969 7.652877  0.451
H37 8.224911 18.297407 9.489793  0.311
H38 10.095718 21.031978 6.746067  0.180
H39 7.853757 21.051619 5.461725  0.400
H40 11.483759 21.156264 7.916983  -0.059
H41 13.603595 21.556624 7.907865  0.240
H42 15.768761 21.822319 9.232884  0.375
H43 15.855590 20.613858 11.510512  0.395
H44 13.792019 19.692584 12.472924  0.387
N6 9.424604 16.421475 10.332407  -0.418
C41 10.069997 16.829564 11.260286  -0.413
N7 13.419340 16.241604 11.571562  -0.963
C42 14.189399 15.730268 10.803381  0.524
N8 15.004634 15.247234 10.009539  -0.376
C43 15.619826 14.114957 10.237214  0.488
N9 16.463562 13.300195 10.322093  -0.712
N10 8.980740 9.069853 10.262840  -0.521
C44 8.880770 9.918430 9.483796  0.006
C45 9.179161 11.021502 8.633430  0.633
C46 9.375257 10.918230 7.303917  -0.830
C47 9.380594 12.103398 6.549926  -0.313
C48 9.309866 13.394933 7.110489  0.793
C49 9.109113 13.441703 8.508969  -0.443
C50 9.105262 12.284770 9.262048  -0.776
N11 9.638098 14.532782 6.406061  0.324
C51 9.607662 14.728417 4.996455  -0.089
C52 10.172727 15.940889 4.847189  -0.842
N12 10.565181 16.529633 6.066716  -0.514
C53 10.153784 15.698740 6.972085  -0.121
H45 9.633961 9.965294 6.853964  0.404
H46 9.536857 12.115464 5.489162  0.288
H47 9.013509 14.467116 8.967795  0.421
H48 8.974664 12.362977 10.358846  0.484
H49 9.138975 14.033778 4.310019  0.378
H50 10.263260 16.546594 3.961149  0.423
H51 10.213389 15.839493 8.025613  0.322

Forces on atoms 1 to 6 (eV/Å):
Pb 1.7 0.8 -0.4
O 0.1 -0.1 -1.0
C -1.0 -1.7 0.0
C 0.5 0.9 0.9
C -0.9 -0.1 1.0
C -1.1 -0.4 -3.7

Calculated values
- highest occupied orbital energy (eV) = -8.066
- LUMO energy (eV) = -2.159
- energy (eV) = -151001.4084
- maximum force (eV/A) = 5.8
- HOMO-LUMO gap (eV) = 5.9070